(P)
{
  "formula": "C3H4O",
  "method": "ωB97M-V/def2-TZVPD",
  "elements": ["C", "H", "H", "H", "C", "O", "H", "C"],
  "positions_angstrom": [[0.1372, 0.8355, 0.0487], [-0.0906, 2.5763, 1.5042], [-0.6481, -1.2977, -0.8987], [1.2426, -0.4373, -1.2110], [-0.0051, 1.7544, 0.8274], [-0.1775, -1.7746, -0.0613], [-0.6834, -1.4761, 0.7126], [0.2249, -0.1804, -0.9219]],
  "charge": 0,
  "molar_mass_g_mol": 56.1,
  "lumo_energy_ha": 0.00356
}

***

(Q)
{
  "formula": "C3H4O",
  "method": "ωB97M-V/def2-TZVPD",
  "elements": ["H", "C", "C", "C", "O", "H", "H", "H"],
  "positions_angstrom": [[2.2151, -1.0171, 0.4419], [0.3249, 0.5984, -0.4417], [1.2721, -0.5612, 0.2426], [-0.7218, -0.0871, 0.3090], [0.1580, -1.0875, 0.7882], [-1.1225, 0.4552, 1.2550], [0.3991, 1.4618, -0.9346], [-1.5777, -0.5765, -0.2987]],
  "charge": 0,
  "molar_mass_g_mol": 56.1,
  "lumo_energy_ha": 0.03811
}

***

(R)
{
  "formula": "C3H4O",
  "method": "ωB97M-V/def2-TZVPD",
  "elements": ["H", "C", "H", "C", "O", "H", "C", "H"],
  "positions_angstrom": [[-2.6705, -0.6278, -0.1466], [1.6298, 0.7724, -0.1950], [-1.4384, -1.5770, 0.9864], [-1.6446, -0.8307, 0.2430], [-0.7433, 0.0096, -0.2546], [2.5782, 0.3427, -0.5967], [0.5085, 0.1238, -0.3633], [1.7803, 1.7870, 0.3269]],
  "charge": 0,
  "molar_mass_g_mol": 56.1,
  "lumo_energy_ha": [0.01402, 0.01547]
}

***

(Q) ends up most stable, edging out the next structure by 118.4 kJ/mol.

***

(P)
{
  "formula": "C7H10O3",
  "method": "ωB97M-V/def2-TZVPD",
  "elements": ["H", "C", "O", "C", "H", "C", "C", "H", "H", "H", "O", "H", "H", "C", "C", "C", "H", "O", "H", "H"],
  "positions_angstrom": [[0.9166, -2.1920, 0.7195], [0.4301, 1.1443, -0.5092], [-2.3893, -1.2214, -0.1191], [1.0909, 0.0579, -0.3225], [1.3731, -2.0449, -1.2790], [1.5992, -2.0768, -0.1567], [0.3402, 2.6068, -0.3659], [-2.1068, 0.5298, 1.9939], [2.4506, -2.6837, 0.0560], [-0.3524, 0.2690, 1.8822], [2.0975, -0.7412, -0.0424], [1.4189, 3.0855, -0.3787], [-1.4746, -1.1271, 2.1945], [-0.3983, -0.1120, -0.7463], [-1.4651, -0.5343, 0.2501], [-1.3303, -0.0884, 1.6609], [-0.0930, 3.1321, -1.2267], [-0.5935, -0.4810, -2.0829], [0.0165, 2.9703, 0.6168], [-1.5304, -0.4929, -2.1447]],
  "charge": 0,
  "molar_mass_g_mol": 142.2,
  "smiles": "COC1=C(C)[C@]1(O)C(C)=O",
  "lumo_energy_ha": 0.02581
}

***

(Q)
{
  "formula": "C7H10O3",
  "method": "ωB97M-V/def2-TZVPD",
  "elements": ["C", "H", "C", "H", "H", "O", "H", "H", "C", "O", "H", "O", "H", "C", "H", "H", "C", "C", "C", "H"],
  "positions_angstrom": [[0.0774, -1.3389, 1.1447], [-0.5513, 2.4172, 0.7112], [-0.4570, 2.3064, -0.4005], [-0.6023, 1.1409, -2.6906], [0.5841, 2.5626, -0.6894], [1.4751, 0.5053, 0.8933], [-1.4541, 2.7478, -0.9035], [1.1042, 0.7142, -2.2637], [-0.9532, -2.3407, 0.8843], [1.2435, -1.4611, 1.8613], [-1.5159, 0.5170, -0.4799], [2.9599, -0.1881, 2.4157], [-1.6454, -1.9967, 0.1745], [1.9480, -0.3663, 1.7824], [-1.4522, -2.5969, 1.8018], [-0.2171, -0.6058, -2.4385], [-0.0437, 0.4561, -2.0396], [0.2745, 0.0014, 0.4061], [-0.4960, 0.7295, -0.6360], [-0.2782, -3.2041, 0.4663]],
  "charge": 0,
  "molar_mass_g_mol": 142.2,
  "smiles": "Cc1oc(=O)oc1C(C)C",
  "lumo_energy_ha": 0.02161
}

***

(Q) ends up most stable, edging out the next structure by 186.2 kJ/mol.

***

(P)
{
  "formula": "C7H10O3",
  "method": "ωB97M-V/def2-TZVPD",
  "elements": ["C", "C", "C", "H", "H", "H", "C", "H", "H", "O", "H", "H", "O", "H", "C", "C", "C", "H", "O", "H"],
  "positions_angstrom": [[-0.0130, 0.1936, 0.4575], [-0.2802, -1.1678, 0.4662], [-1.2992, 0.0437, -1.3656], [-0.4704, 2.2657, 0.7247], [-2.0520, -1.8268, -0.4472], [1.9688, 0.6965, 0.9779], [1.6613, 1.3325, -1.2084], [-0.2223, 1.4195, 2.2176], [-1.7722, 1.1881, 1.3406], [0.7196, -1.9071, -0.0469], [-1.1368, -3.0397, 0.5575], [2.1579, 2.1999, -0.8906], [-1.0969, -0.6339, -2.2919], [0.5723, 1.4884, -1.4660], [1.4012, 0.3325, 0.0169], [-0.7084, 1.2771, 1.1335], [-1.4852, -2.0156, 0.5842], [-2.1512, -1.7192, 1.4193], [1.9039, -0.9529, -0.2126], [2.3029, 0.8256, -1.9666]],
  "charge": 0,
  "molar_mass_g_mol": 142.2,
  "lumo_energy_ha": 0.03149
}

***

(Q)
{
  "formula": "C7H10O3",
  "method": "ωB97M-V/def2-TZVPD",
  "elements": ["H", "H", "H", "H", "H", "H", "C", "C", "H", "C", "H", "O", "C", "H", "C", "C", "C", "O", "H", "O"],
  "positions_angstrom": [[2.1110, 0.8275, -2.3970], [-3.4057, 1.1928, 0.6804], [0.5617, 1.2728, 0.9146], [-3.3570, -1.3572, 1.5154], [-2.8153, -1.8501, -0.0488], [-2.6131, 0.7130, -0.7442], [1.6210, 0.2342, -0.2819], [0.4028, -0.3658, -0.7063], [3.6802, -0.3512, -0.0684], [-2.7422, -0.9966, 0.6896], [-0.8502, -0.4952, 2.6606], [1.5109, 0.8804, 0.9709], [2.8495, -0.5054, -0.7599], [2.8875, -1.4312, -1.2908], [-2.7745, 0.5093, 0.2413], [2.4217, 0.7467, -1.3842], [-1.5860, -0.0899, 0.9334], [0.0221, -0.7404, -1.7693], [3.0862, 1.5705, -1.2662], [-1.0106, 0.2357, 2.1108]],
  "charge": 0,
  "molar_mass_g_mol": 142.2,
  "lumo_energy_ha": [0.02481, 0.02126]
}

***

(R)
{
  "formula": "C7H10O3",
  "method": "ωB97M-V/def2-TZVPD",
  "elements": ["C", "C", "H", "H", "C", "C", "H", "H", "H", "O", "H", "C", "C", "O", "O", "C", "H", "H", "H", "H"],
  "positions_angstrom": [[0.5506, -0.6272, 0.1113], [-0.9384, -0.6295, -0.4980], [-1.0242, -0.9596, -1.5757], [-0.3502, -1.1812, 2.0521], [0.3910, 0.8636, 0.2617], [-0.1949, 3.1428, -1.6365], [-2.1745, -0.0612, 1.2123], [-2.9954, -0.6011, -0.4364], [1.3740, -1.3227, 2.0058], [-0.0117, 3.5726, -0.5911], [2.6054, -0.6537, -0.2601], [-2.1223, -0.3625, 0.1268], [1.6615, -0.9222, -0.7968], [-0.1970, 1.1908, 1.3989], [-0.3747, 2.7564, -2.7085], [0.5445, -1.4647, 1.3584], [-0.4742, 2.2159, 1.3856], [1.7821, -2.1116, -0.8562], [0.1756, -2.4349, 1.1662], [1.7726, -0.4100, -1.7196]],
  "charge": 0,
  "molar_mass_g_mol": 142.2,
  "lumo_energy_ha": 0.01816
}

***

(R) ends up most stable, edging out the next structure by 172.5 kJ/mol.

***

(P)
{
  "formula": "C2H4P2",
  "method": "ωB97M-V/def2-TZVPD",
  "elements": ["H", "C", "P", "H", "H", "C", "H", "P"],
  "positions_angstrom": [[-0.2126, 1.4287, -1.3458], [-0.4525, -1.3024, 0.2295], [1.1042, -0.6001, -0.2689], [-0.6309, -2.3133, 0.5311], [0.1776, 1.9724, 0.2931], [-0.1098, 0.9947, -0.3816], [1.7353, -0.1302, 0.9295], [-1.6113, -0.0498, 0.0130]],
  "charge": 0,
  "molar_mass_g_mol": 90.0,
  "lumo_energy_ha": -0.00191
}

***

(Q)
{
  "formula": "C2H4P2",
  "method": "ωB97M-V/def2-TZVPD",
  "elements": ["P", "P", "C", "H", "C", "H", "H", "H"],
  "positions_angstrom": [[0.9389, 0.8396, 0.2326], [2.0355, 0.2363, 1.8685], [1.0193, -0.8620, 0.7255], [1.6177, -1.4601, 0.1696], [-0.6630, 1.2168, -0.2143], [-0.9169, 2.0551, -0.8159], [-1.1697, 0.4718, -0.6341], [0.0191, -1.1538, 1.0800]],
  "charge": 0,
  "molar_mass_g_mol": 90.0,
  "smiles": "C=P1=PC1",
  "lumo_energy_ha": [-0.04192, -0.04737]
}

***

(R)
{
  "formula": "C2H4P2",
  "method": "ωB97M-V/def2-TZVPD",
  "elements": ["P", "H", "H", "C", "H", "P", "C", "H"],
  "positions_angstrom": [[-1.0801, 0.5897, -0.4225], [1.1118, -0.6192, -0.4416], [1.3355, -1.1849, 1.6625], [0.2735, -0.4139, 0.2368], [-0.1457, -0.1815, 2.4008], [-0.4595, 0.6782, -2.3368], [0.5351, -0.5261, 1.5652], [-1.5706, 1.6578, -2.6645]],
  "charge": 0,
  "molar_mass_g_mol": 90.0,
  "lumo_energy_ha": -0.03135
}

***

(R) ends up most stable, edging out the next structure by 14.1 kJ/mol.